77
Properties=species:S:1:pos:R:3:forces:R:3:lowdin_charge:R:1 method="wB97M-V/def2-TZVPD" homo_energy_ev=-10.12 e_tot_ha=-2047.7541 max_force_ev_per_a=3.09 total_charge=+1
Al 0.555803 0.435375 0.892434 -0.119 0.228 -1.426 0.114
C 0.526103 1.865336 3.527020 -0.725 -1.029 0.546 -0.133
C -0.776947 0.986875 3.510573 1.369 0.054 0.010 -0.134
N -1.069838 0.374658 2.186977 -0.671 -0.531 0.105 -0.033
C -1.617080 -1.100380 2.328095 1.826 2.002 -1.478 -0.134
C -0.499768 -1.887781 2.962644 -0.698 -1.663 1.377 -0.420
S 1.202982 -1.775510 2.330989 -1.191 -0.088 0.164 1.028
C 2.089369 -1.061303 3.720692 0.854 -0.148 0.982 -0.405
C 2.550924 0.379931 3.575667 -0.473 1.164 -1.085 -0.205
N 1.624029 1.214390 2.723545 -0.914 -0.101 1.559 -0.073
H 0.788518 1.964034 4.613235 0.037 0.083 -0.929 0.138
H 0.341027 2.860757 3.111325 0.119 -0.401 0.214 0.094
H -1.598626 1.589439 3.843008 -0.516 0.270 0.253 0.127
H -0.610213 0.198785 4.241203 -0.236 0.043 0.005 0.099
H -1.842173 0.936922 1.807315 0.459 -0.380 -0.388 0.125
H -1.842440 -1.511776 1.317515 0.023 0.679 0.622 0.119
H -2.499801 -1.044440 2.936449 -0.383 -0.309 0.394 0.130
H -0.807678 -2.954556 2.880537 0.385 0.668 0.352 0.088
H -0.435947 -1.655954 4.038538 0.021 -0.352 -0.440 0.077
H 3.021720 -1.659890 3.829264 -0.792 0.149 0.160 0.099
H 1.521213 -1.129405 4.664816 0.050 -0.454 -0.572 0.097
H 3.541914 0.407415 3.107093 -0.193 0.110 0.102 0.120
H 2.610890 0.865196 4.555715 0.287 -0.272 -0.073 0.124
H 2.094834 2.043420 2.410731 0.818 0.041 -0.647 0.113
N 2.439622 -0.241720 0.291003 0.282 -0.468 -1.073 0.064
C 2.797789 0.093441 -1.109189 -0.874 1.452 -0.782 -0.199
C 3.382015 -0.878493 -1.885278 0.613 -0.917 -0.644 -0.041
C 3.775633 -0.690390 -3.229072 -0.126 0.366 0.617 -0.057
C 3.513741 0.533760 -3.833220 -0.834 0.092 1.090 -0.063
C 2.743293 1.465611 -3.125768 -0.494 -0.252 1.561 -0.014
C 2.407965 1.325544 -1.728654 -0.332 -0.224 -0.776 -0.066
C 1.606865 2.450013 -1.048432 2.508 0.643 -0.694 -0.135
C 1.846821 3.785740 -1.565845 -0.010 -2.738 -0.522 -0.033
C 1.359225 4.861190 -0.920566 -0.458 2.038 0.215 -0.090
C 0.660998 4.696975 0.270550 0.003 0.007 -0.100 -0.079
C 0.368555 3.426438 0.705111 -0.688 0.324 0.830 -0.140
C 0.929045 2.279419 0.150634 -1.157 -1.117 -0.286 -0.135
H 2.453464 -1.275039 0.357558 -0.049 0.747 -0.324 0.058
H 3.207986 0.038806 0.900404 -0.124 0.294 -0.026 0.116
H 3.527190 -1.857058 -1.422046 0.177 0.136 -0.176 0.113
H 4.253321 -1.477676 -3.809507 -0.057 0.071 0.381 0.111
H 3.821251 0.758486 -4.835502 -0.041 -0.116 -0.377 0.105
H 2.251339 2.292146 -3.637544 0.582 -0.086 -0.019 0.108
H 2.416600 3.883332 -2.487262 -0.145 0.167 0.276 0.103
H 1.433061 5.876674 -1.356483 0.337 -0.710 0.418 0.124
H 0.398602 5.542566 0.878649 -0.500 0.346 -0.127 0.104
H -0.396756 3.349840 1.502546 0.689 0.060 -0.313 0.093
C -4.099037 1.236779 -0.325288 0.218 1.103 -1.358 -0.046
C -2.975931 1.113617 -1.438654 0.806 -0.177 2.594 -0.386
C -3.301141 1.931706 -2.669671 0.190 1.173 0.290 -0.071
C -2.609033 -0.329954 -1.645615 1.306 -0.602 0.032 -0.139
C -3.437465 -1.070235 -2.467684 -1.702 0.890 0.103 -0.065
C -3.296389 -2.379869 -2.825326 1.353 -0.970 0.630 -0.064
C -2.186208 -3.029892 -2.295323 0.068 -0.508 0.898 -0.038
C -1.331532 -2.384166 -1.389582 -0.449 1.298 -0.574 -0.161
C -0.189421 -3.186488 -0.896673 0.818 0.739 0.233 -0.400
C -0.537222 -4.143677 0.235833 0.819 0.028 0.110 -0.043
C 0.503094 -3.860569 -2.076796 0.041 0.428 -1.221 -0.061
C -1.443622 -0.983363 -1.113236 -0.146 -0.168 -0.152 -0.172
O -0.438586 -0.326610 -0.422402 -0.544 -0.408 0.322 -0.081
H -4.327170 2.338267 -0.257031 0.187 -1.003 0.353 0.088
H -3.764227 0.835260 0.664622 -0.546 0.132 -0.873 0.065
H -5.015193 0.779983 -0.745203 0.333 -0.141 0.757 0.081
H -2.093111 1.553154 -0.912336 -0.288 -0.029 -0.731 0.121
H -4.365832 1.936844 -2.958966 0.461 -0.214 0.055 0.088
H -2.656077 1.721701 -3.518731 -0.142 -0.434 -0.106 0.085
H -3.017217 2.963162 -2.394231 -0.501 -0.132 -0.235 0.084
H -4.366622 -0.567142 -2.750383 0.289 -0.031 -0.284 0.121
H -4.005572 -2.919204 -3.413434 -0.349 -0.014 -0.417 0.101
H -1.931588 -4.105815 -2.450494 -0.689 0.979 -0.219 0.128
H 0.534729 -2.483556 -0.441765 -0.212 -0.131 -0.266 0.096
H -1.327652 -4.872563 0.055180 -0.060 0.187 -0.242 0.093
H -0.769761 -3.556065 1.136912 -0.035 -0.527 -0.375 0.031
H 0.407571 -4.681218 0.377365 -0.286 -0.264 0.582 0.091
H 0.164729 -4.874666 -2.173963 -0.032 -0.716 -0.038 0.070
H 1.592744 -3.863170 -2.014314 -0.040 -0.071 0.162 0.071
H 0.216305 -3.373390 -3.050277 0.491 -0.294 1.016 0.106